# C36H68BFN3O14

A 4-piece molecular cluster, C36H68BFN3O14 overall (ωB97M-V with the def2-TZVPD basis set, the OMol25 dataset).

Spin multiplicity: 1
Total energy: -74960.9782 eV
LUMO energy: -3.052 eV
E_HOMO: -0.4492 Ha
Net charge: +1
HOMO-LUMO gap: 9.17 eV

Structure (XYZ):
```
123
C36H68BFN3O14 | the OMol25 dataset | ωB97M-V with the def2-TZVPD basis set
C 4.326 1.939 -2.180
C 4.223 3.363 -1.648
C 3.796 3.438 -0.174
C 2.506 4.211 0.082
C 1.380 3.922 -0.919
C 0.016 3.630 -0.286
C -1.013 4.747 -0.450
C -2.059 4.798 0.668
C -3.442 5.143 0.157
C -4.232 3.959 -0.382
C -3.380 2.805 -0.852
C -4.204 1.712 -1.498
C -3.664 0.305 -1.353
C -2.154 0.216 -1.501
N -1.706 -1.162 -1.305
C -0.986 -1.684 -0.334
N -0.639 -0.988 0.795
C -1.792 -0.581 1.670
C -1.351 -0.104 3.036
O -2.343 0.824 3.478
C -2.192 1.237 4.798
C -0.946 2.000 5.116
O -3.089 0.971 5.651
B 0.432 -1.793 1.530
O 1.726 -1.684 1.069
O 0.037 -2.556 2.571
C 0.975 -2.870 3.618
N -0.515 -3.006 -0.467
C -1.504 -4.025 0.031
O -1.044 -5.293 -0.185
C -0.020 -5.756 0.709
C 0.096 -3.321 -1.777
C -0.785 -3.996 -2.817
F 1.192 -4.117 -1.529
H 3.362 1.574 -2.529
H 5.025 1.873 -3.004
H 4.674 1.263 -1.402
H 5.203 3.816 -1.750
H 3.548 3.934 -2.275
H 3.727 2.442 0.247
H 4.587 3.942 0.374
H 2.718 5.274 0.137
H 2.150 3.937 1.069
H 1.665 3.089 -1.554
H 1.269 4.781 -1.574
H -0.397 2.709 -0.703
H 0.126 3.471 0.782
H -1.512 4.675 -1.412
H -0.469 5.688 -0.425
H -2.088 3.857 1.220
H -1.764 5.552 1.390
H -4.024 5.569 0.969
H -3.377 5.927 -0.592
H -4.846 4.324 -1.201
H -4.904 3.583 0.385
H -2.623 3.140 -1.559
H -2.829 2.395 -0.001
H -4.374 1.937 -2.547
H -5.184 1.701 -1.028
H -4.110 -0.268 -2.164
H -3.985 -0.172 -0.430
H -1.614 0.895 -0.851
H -1.887 0.450 -2.527
H -1.998 -1.791 -2.041
H -2.484 -1.407 1.804
H -2.357 0.220 1.204
H -0.362 0.367 3.012
H -1.308 -0.946 3.717
H -0.671 2.665 4.311
H -0.137 1.305 5.316
H -1.159 2.585 5.998
H 2.265 -0.999 1.473
H 1.782 -3.492 3.249
H 1.381 -1.957 4.045
H 0.454 -3.399 4.377
H -2.452 -3.903 -0.490
H -1.682 -3.815 1.088
H -0.199 -6.812 0.868
H -0.072 -5.248 1.664
H 0.951 -5.636 0.245
H 0.474 -2.380 -2.170
H -0.579 -5.058 -2.827
H -0.546 -3.614 -3.802
H -1.847 -3.849 -2.650
C -4.578 -2.515 7.331
C -3.171 -2.903 6.963
C -2.371 -1.854 6.226
O -1.437 -2.659 5.465
C -2.041 -3.860 5.252
O -1.624 -4.688 4.499
O -3.154 -3.975 5.990
H -5.118 -2.144 6.459
H -5.121 -3.374 7.719
H -4.564 -1.737 8.093
H -2.627 -3.254 7.844
H -1.836 -1.171 6.878
H -2.984 -1.282 5.528
C 2.843 8.088 -5.507
C 3.488 7.095 -4.577
C 4.975 7.267 -4.354
O 5.386 5.926 -4.044
C 4.524 5.079 -4.653
O 4.685 3.904 -4.751
O 3.454 5.761 -5.127
H 3.379 8.134 -6.455
H 1.815 7.800 -5.722
H 2.840 9.080 -5.055
H 2.960 7.067 -3.619
H 5.225 7.937 -3.536
H 5.492 7.585 -5.261
C 2.026 -6.604 -3.635
C 2.200 -7.982 -3.053
C 3.596 -8.328 -2.577
O 3.614 -9.752 -2.723
C 2.746 -10.083 -3.713
O 2.652 -11.156 -4.208
O 1.997 -8.998 -4.049
H 2.762 -6.418 -4.418
H 1.038 -6.506 -4.085
H 2.138 -5.849 -2.861
H 1.472 -8.155 -2.254
H 3.792 -8.051 -1.545
H 4.365 -7.902 -3.225
```